(1)
Molecular formula: C46H33N5O9
Method: DFT, ωB97M-V with the def2-TZVPD basis set

Structure (XYZ):
```
93
C46H33N5O9 ωB97M-V with the def2-TZVPD basis set
O -0.880 6.541 -4.700
C -1.247 5.621 -4.000
C -0.444 5.182 -2.824
C 0.731 5.856 -2.514
C 1.469 5.482 -1.404
C 1.041 4.433 -0.596
C -0.122 3.751 -0.911
C -0.865 4.118 -2.025
C -2.105 3.358 -2.348
O -2.442 2.402 -1.681
C -2.920 3.810 -3.511
C -4.099 3.139 -3.811
C -4.883 3.563 -4.871
C -4.493 4.658 -5.634
C -3.314 5.323 -5.346
C -2.520 4.900 -4.287
H 1.057 6.673 -3.143
H 2.382 6.012 -1.162
H 1.615 4.151 0.277
H -0.462 2.935 -0.292
H -4.397 2.291 -3.210
H -5.803 3.041 -5.102
H -5.112 4.992 -6.456
H -3.003 6.173 -5.937
O -5.034 0.991 3.351
C -4.460 1.277 4.380
C -3.266 2.171 4.371
C -2.823 2.696 3.162
C -1.737 3.554 3.140
C -1.088 3.893 4.323
C -1.516 3.361 5.527
C -2.602 2.495 5.556
C -3.036 1.919 6.860
O -2.429 2.161 7.882
C -4.242 1.044 6.873
C -4.687 0.523 8.082
C -5.821 -0.269 8.117
C -6.517 -0.546 6.944
C -6.071 -0.039 5.735
C -4.931 0.753 5.694
H -3.335 2.431 2.247
H -1.396 3.962 2.196
H -0.245 4.571 4.303
H -1.014 3.615 6.450
H -4.142 0.746 8.989
H -6.168 -0.672 9.059
H -7.408 -1.159 6.975
H -6.605 -0.253 4.819
O 2.726 -3.735 -2.463
C 2.577 -4.880 -2.842
C 3.719 -5.835 -2.872
C 4.970 -5.412 -2.439
C 6.035 -6.296 -2.429
C 5.855 -7.609 -2.852
C 4.615 -8.033 -3.298
C 3.545 -7.148 -3.315
C 2.222 -7.619 -3.816
O 2.084 -8.743 -4.249
C 1.076 -6.669 -3.764
C -0.176 -7.094 -4.191
C -1.258 -6.234 -4.122
C -1.097 -4.945 -3.627
C 0.150 -4.511 -3.211
C 1.242 -5.368 -3.282
H 5.102 -4.391 -2.109
H 7.007 -5.966 -2.088
H 6.686 -8.302 -2.833
H 4.469 -9.050 -3.633
H -0.294 -8.099 -4.571
H -2.233 -6.568 -4.452
H -1.946 -4.277 -3.566
H 0.283 -3.509 -2.827
N 4.600 0.644 2.234
C 4.630 0.661 0.788
N 4.401 2.045 0.347
N 5.970 0.240 0.385
C 3.503 -0.166 0.125
N 3.281 -1.460 0.793
C 2.046 -1.646 1.438
O 1.893 -2.390 2.356
O 0.971 -0.940 0.898
N 0.369 -0.125 1.920
C 0.586 1.068 1.669
O 0.943 2.166 1.555
H 5.314 0.044 2.617
H 3.696 0.400 2.609
H 5.160 2.597 0.736
H 4.515 2.077 -0.664
H 6.275 -0.603 0.853
H 6.064 0.155 -0.616
H 3.798 -0.370 -0.907
H 2.618 0.461 0.064
H 3.397 -2.196 0.104
```

energy	-2723.67106	hartree
molecular weight	799.80	g mol⁻¹
SMILES string	O=C1c2ccccc2C(=O)c2ccccc21.O=C1c2ccccc2C(=O)c2ccccc21.O=C1c2ccccc2C(=O)c2ccccc21.NC(N)(N)CNC(=O)ON=C=O

=====

(2)
Molecular formula: C5H11FO
Method: DFT, ωB97M-V with the def2-TZVPD basis set

Structure (XYZ):
```
18
C5H11FO ωB97M-V with the def2-TZVPD basis set
C 1.671 1.317 -0.619
C -0.285 0.182 -1.741
C -1.332 -1.747 1.434
C 0.721 0.204 -0.632
C -0.306 0.290 1.271
O -0.293 -0.918 1.968
F -1.525 0.590 0.876
H 1.258 2.306 -0.369
H 2.399 1.117 0.134
H 2.107 1.363 -1.571
H -0.826 -0.714 -1.895
H 0.141 0.539 -2.636
H -0.981 0.927 -1.473
H -2.304 -1.404 1.738
H -0.902 -2.787 1.755
H -1.145 -1.632 0.363
H 1.325 -0.680 -0.470
H 0.276 1.045 1.866
```

energy	-372.09672	hartree
molecular weight	106.14	g mol⁻¹
relative energy (zero: lowest compared OMol25 entry of this formula, charge and spin)	230.5	kJ/mol

=====

(3)
Molecular formula: C4H9NS
Method: DFT, ωB97M-V with the def2-TZVPD basis set

Structure (XYZ):
```
15
C4H9NS ωB97M-V with the def2-TZVPD basis set
C -2.012 -1.859 0.124
C -1.098 -1.104 -0.402
C -0.332 0.062 0.171
S 1.402 -0.456 0.582
C -0.343 1.276 -0.720
N 0.638 2.336 -0.391
H -2.313 -1.713 1.183
H -2.471 -2.694 -0.469
H -0.686 -1.334 -1.387
H -0.665 0.314 1.250
H 1.375 -1.614 -0.015
H -1.255 1.834 -0.609
H -0.176 1.063 -1.777
H 0.455 2.902 0.470
H 1.543 1.929 -0.249
```

energy	-610.70279	hartree
molecular weight	103.19	g mol⁻¹
relative energy (zero: lowest compared OMol25 entry of this formula, charge and spin)	133.6	kJ/mol
SMILES string	C=C[C@@H](S)CN

=====

(4)
Molecular formula: C21H25OTi
Method: DFT, ωB97M-V with the def2-TZVPD basis set

Structure (XYZ):
```
48
C21H25OTi ωB97M-V with the def2-TZVPD basis set
Ti -0.331 -0.759 0.315
C -1.112 -2.465 1.838
C -0.315 -1.559 2.607
C -0.934 -0.271 2.569
H 0.575 -1.817 3.179
C -2.133 -0.378 1.779
C -2.242 -1.736 1.334
H -3.088 -2.156 0.789
H -0.931 -3.535 1.723
H -0.602 0.613 3.113
H -2.881 0.403 1.637
C 0.453 -2.306 -1.363
C -0.933 -2.566 -1.161
C -1.668 -1.389 -1.536
H -1.356 -3.519 -0.845
C -0.727 -0.421 -2.005
C 0.588 -0.975 -1.873
H 1.520 -0.487 -2.163
H 1.265 -3.017 -1.219
H -2.751 -1.262 -1.551
H -0.985 0.531 -2.470
O -0.379 1.056 0.091
C -1.644 3.010 -1.275
C -0.522 3.358 -0.403
C -2.994 2.891 -0.728
C -1.492 3.193 -2.727
C 0.423 2.162 -0.280
H -0.893 3.608 0.603
H 0.044 4.207 -0.814
H 0.923 1.957 -1.243
H 1.193 2.345 0.484
H -3.447 3.882 -0.528
H -3.004 2.329 0.217
H -3.658 2.384 -1.443
H -1.604 4.252 -3.033
H -2.265 2.637 -3.277
H -0.506 2.869 -3.091
C 4.625 -1.777 1.401
C 3.668 -2.792 1.512
C 2.318 -2.513 1.216
C 1.936 -1.234 0.836
C 2.869 -0.223 0.724
C 4.229 -0.496 1.003
H 5.673 -1.987 1.621
H 3.952 -3.799 1.822
H 1.595 -3.329 1.291
H 2.581 0.782 0.415
H 4.969 0.300 0.906
```

⟨S²⟩	0.755
energy	-1739.75857	hartree
molecular weight	341.30	g mol⁻¹
spin multiplicity	2
net charge	-2

=====

(5)
Molecular formula: C6H10
Method: DFT, ωB97M-V with the def2-TZVPD basis set

Structure (XYZ):
```
16
C6H10 ωB97M-V with the def2-TZVPD basis set
C 2.438 -0.642 0.612
C 0.969 -0.693 0.444
C 0.304 -0.437 -0.671
C -1.140 -0.200 -0.726
C -1.934 0.332 0.423
C -1.392 1.288 -0.587
H 2.696 0.184 1.283
H 2.936 -0.495 -0.349
H 2.787 -1.556 1.095
H 0.417 -0.941 1.341
H 0.812 -0.266 -1.620
H -1.710 -0.755 -1.481
H -2.994 0.155 0.363
H -1.540 0.365 1.432
H -0.604 1.959 -0.228
H -2.044 1.702 -1.331
```

energy	-234.55352	hartree
molecular weight	82.15	g mol⁻¹
relative energy (zero: lowest compared OMol25 entry of this formula, charge and spin)	128.6	kJ/mol
SMILES string	C/C=C/C1CC1

=====

(6)
Molecular formula: C27H34N4O2
Method: DFT, ωB97M-V with the def2-TZVPD basis set

Structure (XYZ):
```
67
C27H34N4O2 ωB97M-V with the def2-TZVPD basis set
C 4.386 4.639 4.441
C 3.567 5.281 3.325
O 3.632 4.555 2.115
C 2.916 3.407 1.970
C 2.001 2.897 2.884
C 1.319 1.725 2.599
C 1.524 1.035 1.414
C 0.739 -0.209 1.084
N -0.566 0.029 0.477
C -1.541 0.630 1.365
C -2.935 0.398 0.789
C -3.054 0.918 -0.655
N -4.223 0.355 -1.292
N -5.247 1.142 -1.631
C -6.138 0.362 -2.208
C -5.703 -0.968 -2.249
C -4.463 -0.936 -1.645
N -3.544 -1.949 -1.398
C -3.431 -3.113 -2.105
O -4.208 -3.457 -2.963
C -2.215 -3.933 -1.694
C -0.916 -3.121 -1.668
C 0.322 -4.025 -1.615
C 1.567 -3.199 -1.450
C 2.294 -3.230 -0.268
C 3.419 -2.439 -0.106
C 3.829 -1.598 -1.126
C 3.112 -1.560 -2.311
C 1.992 -2.357 -2.471
C -1.809 0.655 -1.521
C -0.501 0.804 -0.748
C 2.447 1.549 0.508
C 3.133 2.713 0.778
H 4.006 3.650 4.683
H 4.345 5.262 5.331
H 5.422 4.540 4.126
H 3.986 6.260 3.075
H 2.525 5.424 3.637
H 1.804 3.395 3.820
H 0.620 1.341 3.329
H 1.308 -0.822 0.380
H 0.568 -0.797 1.990
H -1.365 1.712 1.497
H -1.476 0.150 2.344
H -3.681 0.902 1.405
H -3.151 -0.670 0.832
H -3.238 1.996 -0.618
H -7.059 0.772 -2.571
H -6.195 -1.823 -2.659
H -2.821 -1.744 -0.725
H -2.129 -4.750 -2.413
H -2.404 -4.372 -0.711
H -0.860 -2.504 -2.568
H -0.882 -2.457 -0.800
H 0.227 -4.721 -0.780
H 0.382 -4.609 -2.537
H 1.978 -3.880 0.536
H 3.973 -2.474 0.820
H 4.703 -0.977 -0.999
H 3.428 -0.909 -3.113
H 1.445 -2.328 -3.403
H -1.850 -0.349 -1.938
H -1.814 1.352 -2.361
H -0.306 1.870 -0.540
H 0.319 0.422 -1.359
H 2.635 1.021 -0.416
H 3.849 3.114 0.078
```

energy	-1418.77044	hartree
molecular weight	446.59	g mol⁻¹
relative energy (zero: lowest compared OMol25 entry of this formula, charge and spin)	66.1	kJ/mol
SMILES string	CCOc1ccc(CN2CCC(n3nccc3NC(=O)CCCc3ccccc3)CC2)cc1

=====

Q: Among the records above, which one has the lowest energy?
A: C46H33N5O9

=====

Q: What is the energy in the sixth record?
A: -1418.77044 hartree